DFT (the ωB97M-V functional and the def2-TZVPD basis) results for a 2-piece molecular cluster, C4H5NO2 overall in a non-equilibrium geometry.

Calculated values
HOMO (alpha / beta) = -7.746 / -7.750 eV
HOMO-LUMO gap (alpha / beta) = 8.21 / 8.21 eV

Last column: natural (NBO) charge in e.
Cartesian coordinates (Å):
1 C 1.24 -2.07 0.44  0.3142
2 C -0.95 -1.03 0.35  0.6978
3 C -0.93 1.62 -0.35  -0.2427
4 C 0.39 0.97 -0.42  -0.1880
5 N -0.64 0.15 -0.15  -0.4798
6 O 2.24 -1.58 0.01  -0.5203
7 O -1.89 -1.53 0.85  -0.5484
8 H 1.13 -2.93 1.16  0.1321
9 H -1.32 2.29 0.43  0.2200
10 H -1.15 2.09 -1.30  0.2094
11 H 0.76 0.84 -1.44  0.2025
12 H 1.13 1.18 0.41  0.2032

DFT (the ωB97M-V functional and the def2-TZVPD basis) results for one molecule with the formula C13H16Cl3NO5S in a non-equilibrium geometry.

Calculated values
HOMO = -9.518 eV
SMILES = COC(=O)CC[C@H](NS(=O)(=O)OCC(Cl)(Cl)Cl)c1ccccc1
HOMO-LUMO gap = 10.10 eV

Last column: natural (NBO) charge in e.
Cartesian coordinates (Å):
1 C 4.41 1.19 -0.50  -0.2714
2 H 5.24 1.37 0.18  0.1952
3 H 4.21 0.12 -0.61  0.2197
4 H 4.62 1.62 -1.48  0.1920
5 O 3.28 1.83 0.09  -0.4944
6 C 2.17 1.83 -0.63  0.8127
7 O 2.08 1.39 -1.75  -0.6418
8 C 1.03 2.50 0.12  -0.5254
9 C -0.33 2.14 -0.48  -0.4043
10 H -1.09 2.82 -0.11  0.2250
11 H -0.28 2.23 -1.56  0.2238
12 C -0.77 0.71 -0.12  -0.0973
13 N 0.17 -0.30 -0.59  -0.8786
14 S 1.23 -0.90 0.48  2.5122
15 O 2.43 -1.25 -0.20  -0.9181
16 O 1.29 -0.13 1.68  -0.9521
17 O 0.42 -2.27 0.85  -0.6978
18 C 0.36 -2.68 2.18  -0.1409
19 C 1.57 -3.54 2.54  -0.1257
20 Cl 1.69 -4.90 1.42  0.0327
21 Cl 1.36 -4.16 4.18  0.0257
22 Cl 3.05 -2.58 2.45  0.0394
23 H 0.34 -1.80 2.84  0.2329
24 H -0.56 -3.26 2.30  0.2236
25 H 0.59 -0.10 -1.48  0.4457
26 C -2.15 0.43 -0.68  0.0687
27 C -3.25 0.38 0.17  -0.2390
28 C -4.52 0.15 -0.34  -0.2011
29 C -4.70 -0.04 -1.70  -0.2178
30 C -3.61 0.01 -2.55  -0.1870
31 C -2.34 0.24 -2.04  -0.2429
32 H -1.49 0.27 -2.70  0.2097
33 H -3.74 -0.14 -3.61  0.2138
34 H -5.69 -0.22 -2.09  0.2150
35 H -5.37 0.12 0.33  0.2143
36 H -3.12 0.53 1.23  0.2091
37 H -0.79 0.60 0.97  0.2259
38 H 1.18 3.58 0.06  0.2452
39 H 1.10 2.21 1.17  0.2533

DFT (the ωB97M-V functional and the def2-TZVPD basis) results for a 6-piece molecular cluster, C12H36O6 overall in a non-equilibrium geometry.

Calculated values
HOMO = -9.713 eV
SMILES = CCO.CCO.CCO.CCO.CCO.CCO
HOMO-LUMO gap = 10.01 eV

Last column: natural (NBO) charge in e.
Cartesian coordinates (Å):
1 C -4.57 1.74 1.69  -0.6263
2 C -4.63 2.67 0.46  -0.0614
3 O -5.83 2.47 -0.21  -0.7239
4 H -4.44 0.73 1.30  0.2075
5 H -5.48 1.76 2.30  0.2153
6 H -3.73 2.03 2.32  0.2103
7 H -3.77 2.36 -0.14  0.1530
8 H -4.73 3.73 0.67  0.1620
9 H -5.81 3.03 -0.99  0.4635
10 C -1.49 -0.94 0.51  -0.6336
11 C -0.57 -0.29 -0.48  -0.0721
12 O 0.24 -1.29 -1.02  -0.7589
13 H -2.09 -0.23 1.08  0.2132
14 H -1.00 -1.60 1.22  0.2171
15 H -2.19 -1.55 -0.06  0.2100
16 H 0.19 0.39 -0.10  0.1719
17 H -1.11 0.33 -1.21  0.1558
18 H 0.56 -0.95 -1.86  0.4938
19 C 1.66 -5.35 1.41  -0.6203
20 C 0.71 -4.24 0.83  -0.0664
21 O 1.48 -3.04 0.86  -0.7422
22 H 2.64 -5.39 0.94  0.2130
23 H 1.22 -6.33 1.25  0.1963
24 H 1.75 -5.24 2.49  0.2044
25 H -0.17 -4.09 1.45  0.1591
26 H 0.49 -4.62 -0.17  0.1558
27 H 0.93 -2.39 0.42  0.4882
28 C 2.04 -2.08 -4.42  -0.6425
29 C 2.18 -0.55 -4.35  -0.0691
30 O 1.21 0.03 -3.44  -0.7595
31 H 1.04 -2.45 -4.63  0.2085
32 H 2.32 -2.57 -3.49  0.2210
33 H 2.68 -2.43 -5.23  0.2173
34 H 2.11 -0.20 -5.38  0.1723
35 H 3.18 -0.28 -4.01  0.1937
36 H 0.35 -0.04 -3.85  0.4843
37 C 3.34 1.46 0.50  -0.6234
38 C 3.30 1.02 -1.00  -0.0530
39 O 2.46 1.88 -1.70  -0.7536
40 H 3.81 2.44 0.53  0.2077
41 H 3.96 0.73 1.04  0.2096
42 H 2.37 1.44 1.00  0.2075
43 H 2.94 0.00 -1.15  0.1570
44 H 4.30 1.06 -1.42  0.1455
45 H 1.97 1.42 -2.39  0.4923
46 C -0.58 2.66 2.14  -0.6352
47 C -0.87 3.07 3.58  -0.0544
48 O -0.26 2.17 4.47  -0.7280
49 H -0.98 1.68 1.89  0.2107
50 H 0.49 2.68 1.95  0.2193
51 H -0.93 3.40 1.42  0.2137
52 H -1.93 3.16 3.81  0.1495
53 H -0.48 4.07 3.80  0.1538
54 H -0.27 2.51 5.37  0.4698

Summary of ΔE to the lowest compared entry with this formula, charge and spin in eV
5.290; 0.239; 2.569
(order as listed above)